This record from the OMol25 dataset describes an isolated ion of composition C11H20NO and charge -1 at a distorted geometry. The level of theory is wB97M-V/def2-TZVPD.

Output
LUMO energy (alpha / beta)	3.49 / 3.49	eV
net charge	-1
ΔE to the lowest compared entry with this formula, charge and spin	84.2	kJ/mol
SMILES	C=C(C)N([O-])C(C)(C)[C@@]1(C)C[C@@H]1C
HOMO energy (alpha / beta)	-1.9305 / -1.9314	eV
E	-560.92926	Ha
F_max	0.0923	hartree/bohr
gap between HOMO and LUMO (alpha / beta)	5.417 / 5.418	eV

Geometry as XYZ:
```
33
Properties=species:S:1:pos:R:3:forces:R:3
C -2.8684 -0.6672 1.4656 1.129 -1.801 0.034
C -2.4524 0.1922 0.4703 2.249 0.411 0.827
C -3.4336 1.2067 -0.0109 -2.890 0.015 -0.376
N -1.1315 0.5521 0.0229 -0.645 -1.797 0.664
O -1.2222 1.5294 -0.9336 -0.087 -0.095 -0.584
C -0.0468 -0.5360 -0.3144 -2.202 -0.475 -1.604
C -0.0980 -1.7939 0.5546 -1.453 2.750 3.587
C -0.4979 -1.0881 -1.7298 -0.523 2.330 0.265
C 1.3506 0.0662 -0.4298 -1.348 2.030 1.774
C 2.4100 -0.8509 -0.8133 2.911 -1.126 -2.052
C 1.3825 1.5600 -0.7442 -0.199 -0.096 -0.641
C 1.7197 1.1454 0.6212 -0.834 -0.002 2.241
C 3.0438 1.1427 1.3618 1.727 -0.243 -1.431
H -2.3353 -1.6224 1.8537 -0.820 2.271 -0.574
H -3.8248 -0.4712 1.9279 -0.220 -0.185 -0.232
H -3.6506 1.1554 -1.1676 0.890 0.409 2.297
H -3.3163 2.2431 0.4033 0.467 -0.845 -0.971
H -4.3936 0.8647 0.4784 0.516 0.343 -0.609
H 0.3561 -1.5695 1.6322 -1.089 -0.736 -2.050
H 0.3590 -2.5813 0.1024 2.140 -1.999 -1.209
H -1.1440 -2.1784 0.6064 0.753 0.649 0.291
H -0.2600 -2.0990 -1.8809 0.934 -1.386 -0.323
H -0.0672 -0.4107 -2.4933 -0.459 -0.582 0.103
H -1.6014 -1.0697 -1.7862 0.434 0.355 -0.006
H 2.1794 -1.2665 -1.9359 0.651 0.381 2.849
H 2.6432 -1.6809 0.0064 -0.543 1.426 -1.989
H 3.3948 -0.2136 -0.9547 -1.729 -1.439 0.327
H 2.0139 2.0046 -1.5090 0.654 -0.266 0.303
H 0.3257 1.8903 -0.8233 0.427 0.226 -0.204
H 0.9478 1.3503 1.3933 -0.059 -0.205 -0.941
H 3.2100 0.1065 1.6606 0.607 -0.373 -0.493
H 3.1730 1.5829 2.3819 -0.624 0.763 -1.175
H 3.8346 1.5069 0.5838 -0.765 -0.705 1.900
```
Positions in Å, forces in eV/Å.

The Mulliken scheme yields these atomic charges, measured in e: C -1.207; C 0.767; C -1.087; N 0.266; O -0.852; C 1.900; C -2.185; C -1.926; C 0.397; C -1.500; C -0.665; C 0.348; C -1.330; H 0.133; H 0.248; H 0.159; H 0.190; H 0.440; H 0.135; H 0.557; H 0.574; H 0.401; H 0.388; H 0.400; H 0.248; H 0.177; H 0.356; H 0.253; H 0.286; H 0.310; H 0.256; H 0.336; H 0.231

---

This record from the OMol25 dataset describes a 2-piece molecular cluster, C3H4INO overall at a distorted geometry. The level of theory is wB97M-V/def2-TZVPD.

Output
LUMO energy	0.83	eV
ΔE to the lowest compared entry with this formula, charge and spin	45.8	kJ/mol
SMILES	c1cocn1.I
HOMO energy	-9.5723	eV
E	-544.36544	Ha
F_max	0.0673	hartree/bohr
gap between HOMO and LUMO	10.401	eV

Geometry as XYZ:
```
10
Properties=species:S:1:pos:R:3:forces:R:3
C 0.7914 0.9878 0.2938 -0.363 -3.002 -1.680
C 1.4589 0.3164 -0.6855 -0.941 -0.905 0.401
O 1.0176 -0.9931 -0.7512 -0.386 0.428 1.589
C 0.1117 -1.0570 0.2549 -0.904 -0.638 -0.327
N -0.1244 0.0531 0.8560 1.046 0.652 0.106
H 0.7263 2.0188 0.4039 0.092 1.426 0.730
H 2.1588 0.3919 -1.4620 0.980 1.237 -0.552
H -0.4522 -2.0006 0.4040 0.712 0.800 -0.193
I -3.4039 -0.0369 -0.2157 -0.111 0.073 0.108
H -2.2842 0.3195 0.9018 -0.125 -0.071 -0.182
```
Positions in Å, forces in eV/Å.

The Mulliken scheme yields these atomic charges, measured in e: C -0.560; C 0.028; O -0.298; C 0.078; N -0.438; H 0.373; H 0.428; H 0.378; I -0.156; H 0.166

---

This record from the OMol25 dataset describes C17H16F4N as an isolated structure at a distorted geometry. The level of theory is wB97M-V/def2-TZVPD.

Output
LUMO energy	-6.34	eV
net charge	+1
ΔE to the lowest compared entry with this formula, charge and spin	206.8	kJ/mol
HOMO energy	-13.1056	eV
E	-1111.24327	Ha
F_max	0.0894	hartree/bohr
gap between HOMO and LUMO	6.764	eV

Geometry as XYZ:
```
38
Properties=species:S:1:pos:R:3:forces:R:3
F -3.2534 2.8875 -1.8883 0.471 -1.751 0.066
C -2.9428 1.5499 -1.7679 0.045 1.137 -0.367
C -3.9889 0.6323 -1.7825 0.473 -0.291 0.124
C -3.6251 -0.7117 -1.6548 -1.079 -0.543 -0.584
F -4.6250 -1.6521 -1.7174 1.316 1.101 0.108
C -2.3147 -1.1240 -1.4951 -0.077 -0.279 0.787
C -1.2922 -0.1652 -1.3792 -0.200 0.376 0.651
C 0.0010 -0.6292 -0.8369 0.073 -1.149 -4.448
C 1.3045 -0.1376 -1.3365 0.318 0.435 0.780
C 2.3172 -1.0957 -1.5370 -0.050 -0.277 0.732
C 3.6269 -0.6842 -1.7097 1.001 -0.536 -0.528
F 4.6203 -1.6271 -1.8166 -1.315 1.096 0.098
C 3.9960 0.6607 -1.7956 -0.593 -0.247 0.126
C 2.9613 1.5840 -1.6785 -0.021 1.126 -0.319
F 3.2740 2.9227 -1.7722 -0.454 -1.721 0.143
C 1.6277 1.2270 -1.4784 0.320 0.151 0.359
C -1.6027 1.1858 -1.6470 -0.360 0.187 0.502
H -5.0246 0.9470 -1.9011 0.268 -0.116 0.058
H -2.0737 -2.1796 -1.3790 -0.260 0.196 0.086
H 0.0093 -1.6989 -0.6677 -0.006 0.132 0.033
H 2.0685 -2.1536 -1.4692 0.279 0.187 0.044
H 5.0251 0.9720 -1.9481 -0.175 -0.083 0.056
H 0.8849 2.0097 -1.3489 0.507 -0.140 0.063
H -0.8397 1.9540 -1.6878 -0.439 -0.064 0.121
C -0.7801 -0.3206 3.6523 0.179 -0.148 -0.310
C 0.7719 -0.3219 3.6432 -0.228 -0.145 -0.253
C 1.1814 -0.3789 2.1514 1.717 0.197 -0.353
N -0.0160 -0.6618 1.3593 -0.004 -0.121 0.735
C -1.2050 -0.3771 2.1628 -1.762 0.216 -0.309
H -1.1618 -1.2081 4.1752 0.089 0.386 -0.120
H -1.1823 0.5788 4.1379 0.081 -0.363 -0.187
H 1.1787 0.5760 4.1264 -0.068 -0.343 -0.183
H 1.1555 -1.2095 4.1635 -0.074 0.370 -0.119
H 1.6997 0.5504 1.8421 -0.400 -0.230 0.115
H 1.8959 -1.1885 1.9647 -0.008 0.152 0.183
H -0.0239 -0.0820 0.4761 -0.012 1.195 1.792
H -1.9242 -1.1854 1.9817 0.034 0.178 0.196
H -1.7238 0.5553 1.8588 0.414 -0.268 0.124
```
Positions in Å, forces in eV/Å.

The Mulliken scheme yields these atomic charges, measured in e: F -0.290; C 0.331; C -0.576; C 0.299; F -0.285; C -0.655; C 0.755; C -0.198; C 0.601; C -0.545; C 0.309; F -0.287; C -0.635; C 0.280; F -0.296; C -0.609; C -0.528; H 0.496; H 0.484; H 0.460; H 0.479; H 0.503; H 0.534; H 0.333; C -0.426; C -0.437; C -0.531; N 0.131; C -0.552; H 0.270; H 0.278; H 0.283; H 0.265; H 0.232; H 0.338; H -0.396; H 0.340; H 0.246

---

This record from the OMol25 dataset describes a 3-piece molecular cluster, C17H44OP overall at a distorted geometry. The level of theory is wB97M-V/def2-TZVPD.

Output
LUMO energy	2.54	eV
net charge	-1
HOMO energy	-2.8934	eV
E	-1090.55533	Ha
F_max	0.0362	hartree/bohr
gap between HOMO and LUMO	5.434	eV

Geometry as XYZ:
```
63
Properties=species:S:1:pos:R:3:forces:R:3
C -0.1545 -0.0014 -0.2758 -1.027 0.105 -0.109
O 0.3218 -1.2786 0.0631 0.212 0.758 -0.124
C 1.7411 -1.3198 0.2238 0.707 -1.512 0.827
C 2.3035 -2.5384 -0.5565 -0.695 0.977 -0.889
C 2.9671 -2.0720 -1.8947 0.161 -1.238 0.271
C 4.5001 -2.2809 -1.9766 -0.477 0.137 -0.652
P 5.5262 -0.6477 -1.9408 0.510 0.018 -0.484
H 0.2297 0.8196 0.3462 0.225 -0.240 -0.018
H -1.2437 -0.0237 -0.1193 0.184 0.005 0.000
H -0.0114 0.2489 -1.3385 0.311 -0.064 0.168
H 1.9565 -1.5010 1.2937 -0.216 0.336 -0.134
H 2.2437 -0.3885 -0.0623 -0.235 -0.128 -0.157
H 2.9327 -3.1882 0.0572 0.195 0.330 -0.093
H 1.4193 -3.1348 -0.8319 0.168 0.063 0.311
H 2.4991 -2.6471 -2.7105 0.072 0.151 0.179
H 2.6706 -1.0270 -2.0684 0.367 -0.045 -0.029
H 4.7006 -2.7349 -2.9642 0.233 0.178 0.313
H 4.9001 -2.9688 -1.2124 -0.270 0.215 -0.031
H 4.3558 0.0950 -1.4594 -0.238 0.269 0.333
H 5.1073 -0.3401 -3.3320 -0.276 -0.096 -0.234
H 6.6834 -1.3936 -2.4825 0.129 -0.163 0.029
H 6.0054 -0.8957 -0.5762 -0.008 -0.102 0.422
H 6.3355 0.5882 -1.9723 -0.080 0.090 0.120
C -2.1683 -1.3756 -3.0636 -0.006 0.094 -0.086
C -3.2912 -0.3669 -2.8496 0.062 -0.070 0.100
C -4.4840 -0.9387 -2.0842 -0.069 0.102 -0.009
C -5.2038 -2.0980 -2.7752 0.074 -0.055 0.005
C -5.7403 -1.7886 -4.1719 -0.099 -0.040 0.065
C -6.7920 -0.6849 -4.1883 0.060 0.011 -0.126
H -2.4925 -2.2162 -3.6806 0.012 -0.008 0.023
H -1.3267 -0.9012 -3.5709 0.038 -0.078 0.033
H -1.8083 -1.7665 -2.1097 0.026 -0.029 -0.028
H -3.6145 0.0355 -3.8146 -0.034 0.011 0.023
H -2.8939 0.4803 -2.2828 -0.031 0.017 -0.036
H -5.1971 -0.1314 -1.8886 -0.015 -0.027 0.004
H -4.1431 -1.2809 -1.1018 0.025 0.006 -0.018
H -6.0363 -2.4159 -2.1382 -0.012 -0.002 -0.026
H -4.5309 -2.9578 -2.8390 0.007 0.021 0.013
H -6.1863 -2.7010 -4.5791 0.047 0.002 -0.022
H -4.9198 -1.5235 -4.8443 0.016 -0.013 0.030
H -7.6368 -0.9415 -3.5448 0.016 0.029 0.023
H -7.1735 -0.5372 -5.2006 -0.037 0.034 0.033
H -6.3815 0.2680 -3.8500 -0.027 -0.011 0.021
C 1.0239 1.9070 6.8514 0.146 0.056 0.026
C 1.0518 3.1778 6.0093 -0.132 -0.015 0.051
C 0.1566 3.1070 4.7729 0.031 0.080 -0.074
C 0.5338 2.0253 3.7589 -0.028 -0.079 0.067
C 1.9547 2.1115 3.2076 -0.044 0.003 -0.132
C 2.2310 3.3968 2.4360 0.123 -0.015 0.073
H 1.4100 1.0491 6.2988 -0.038 -0.006 0.011
H 1.6424 2.0282 7.7431 -0.029 -0.053 0.007
H 0.0069 1.6767 7.1769 0.000 -0.031 -0.031
H 2.0818 3.4049 5.7209 -0.019 -0.002 -0.033
H 0.7161 4.0142 6.6300 0.041 0.021 -0.026
H 0.1586 4.0845 4.2811 0.004 -0.017 -0.011
H -0.8770 2.9356 5.0930 0.013 0.003 0.025
H -0.1709 2.0771 2.9223 0.009 -0.014 0.001
H 0.3900 1.0390 4.2098 -0.020 0.007 -0.010
H 2.1134 1.2628 2.5369 0.032 -0.009 0.051
H 2.6860 2.0040 4.0139 -0.022 -0.022 0.013
H 1.5308 3.5111 1.6053 -0.002 0.019 0.015
H 3.2407 3.3819 2.0234 -0.038 0.026 -0.043
H 2.1502 4.2782 3.0763 -0.029 0.010 -0.025
```
Positions in Å, forces in eV/Å.

The Mulliken scheme yields these atomic charges, measured in e: C -0.454; O -0.402; C -0.447; C -0.618; C -0.608; C -1.313; P -0.467; H 0.210; H 0.175; H 0.255; H 0.174; H 0.396; H 0.489; H 0.245; H 0.404; H 0.376; H 0.312; H 0.411; H -0.197; H -0.009; H 0.006; H -0.053; H 0.084; C -1.243; C -0.352; C -0.657; C -0.736; C -0.366; C -1.188; H 0.381; H 0.364; H 0.249; H 0.302; H 0.335; H 0.344; H 0.324; H 0.384; H 0.309; H 0.371; H 0.247; H 0.288; H 0.376; H 0.283; C -1.185; C -0.374; C -0.861; C -0.452; C -0.176; C -1.283; H 0.287; H 0.376; H 0.288; H 0.235; H 0.364; H 0.319; H 0.394; H 0.283; H 0.353; H 0.112; H 0.332; H 0.272; H 0.409; H 0.325